DFT (ωB97M-V with the def2-TZVPD basis set) results for a cluster of 2 separate species, C2H7OPS in total at a distorted geometry.

Structure (XYZ):
```
12
Properties=species:S:1:pos:R:3:forces:R:3:nbo_charge:R:1
C 1.741038 -2.270552 0.269088 -1.5 -1.0 0.5 -0.51
C -1.833838 0.754027 0.311175 3.5 -1.3 2.0 -0.92
O -0.163865 1.191623 -1.652051 -2.4 -1.8 1.6 -0.99
P -0.003015 0.786315 -0.053879 -0.3 3.1 -0.2 1.05
S 0.724969 2.597304 0.890139 -0.7 -1.9 -0.8 -0.33
H 2.536396 -1.652169 0.216218 2.6 2.0 -0.4 0.15
H 1.459328 -2.403958 1.317674 -0.7 -0.6 -0.8 0.18
H 1.406675 -2.647744 -0.691656 -0.5 -0.4 0.7 0.18
H -2.514643 1.392211 -0.076899 -1.6 2.2 -1.8 0.24
H -2.085120 -0.248268 0.176572 -0.8 -1.7 -0.5 0.23
H -1.795111 0.895664 1.373161 -0.3 0.1 0.8 0.24
H 0.527185 1.605546 -2.079540 2.6 1.3 -1.2 0.50
```
Positions in Å, forces in eV/Å.

Output
**Energy relative to the best compared isomer or geometry (same formula, charge and spin)**: 394.3 kJ/mol
**Frontier orbital gap (alpha / beta)**: 6.33 / 9.16 eV
**Max |F|**: 4.21 eV/Å
**Multiplicity**: 1
**LUMO energy (alpha / beta)**: -2.2 / 0.1 eV

---

DFT (ωB97M-V with the def2-TZVPD basis set) results for a cluster of 13 separate species, H25O13 in total at a distorted geometry.

Structure (XYZ):
```
38
Properties=species:S:1:pos:R:3:forces:R:3:nbo_charge:R:1
O 3.302833 -1.207786 -1.149034 2.6 -1.3 -2.4 -0.96
H -1.332911 1.193112 3.456679 -1.8 0.7 -0.2 0.48
H 0.948266 -2.196740 -0.867381 0.7 0.2 0.3 0.46
O 1.863370 2.479427 -1.153454 -0.6 -0.8 -1.1 -0.93
H 1.255906 1.899580 -1.648989 -0.1 1.1 -0.6 0.45
H -1.775225 0.550049 0.381174 -0.6 -0.9 0.9 0.49
O 0.063781 -2.129017 -1.179810 -2.4 1.8 0.0 -1.11
H -0.374432 -1.018745 -1.011790 0.9 -2.1 0.2 0.50
O 0.167978 3.740522 0.554634 4.5 4.2 -0.5 -0.96
H 1.081350 3.621685 0.952747 -2.2 -0.5 -0.7 0.50
H -0.471314 3.150183 0.737506 -2.7 -3.5 1.4 0.46
O 1.169534 -1.363329 -3.518425 -0.5 0.4 -0.8 -0.95
H 2.644576 -1.460803 -0.553346 -1.4 0.3 1.6 0.48
H 1.497921 -2.199318 -3.197042 0.6 -0.1 0.4 0.46
O -1.999638 -2.503139 3.212347 -1.8 -2.1 -4.0 -0.94
H -1.779793 -1.947157 3.884114 1.0 2.7 2.8 0.46
H -2.451378 -1.963318 2.511107 0.9 -0.6 1.2 0.48
O -2.587548 0.380287 0.994313 -0.2 -0.9 0.4 -1.03
H -1.177212 -2.435356 -2.562214 -0.2 -1.5 -0.8 0.49
H 1.560041 2.038347 2.487529 -1.6 -0.5 -0.4 0.46
O -0.498889 0.780378 3.487935 2.8 -0.1 -1.8 -0.94
H 0.301229 -1.352605 -3.083529 0.5 0.3 0.0 0.48
H -2.922907 -0.472716 0.604991 0.8 1.2 0.8 0.45
O 2.408895 2.383231 2.646921 0.5 2.2 -1.8 -0.92
H 2.145302 1.744366 -0.629297 1.1 -0.5 1.5 0.47
H 0.691831 -0.104093 -0.021199 1.0 -0.1 0.7 0.51
O -3.388056 0.522497 -1.450074 0.1 0.7 1.8 -0.95
H -2.643128 1.003374 -0.935136 -2.2 -1.4 -1.6 0.48
H -3.928392 0.165703 -0.684429 0.8 1.0 -1.7 0.46
O -0.779933 0.169229 -0.622722 1.0 -0.2 0.1 -1.11
H -0.517651 0.805245 -1.270031 0.1 0.6 -0.8 0.46
H 2.721376 1.865206 3.330933 1.2 -1.6 2.3 0.47
O 1.618204 -0.272971 0.407985 -2.0 0.4 2.0 -1.04
H -0.284766 -3.028315 -3.635151 -1.7 -0.3 0.3 0.46
H -0.096109 1.018509 2.586822 -1.2 -0.8 1.9 0.46
O -1.228284 -3.091809 -3.318025 1.2 1.1 0.1 -0.97
H 1.353575 -0.487205 1.350348 0.6 0.3 -1.6 0.47
H 3.441598 -0.276509 -1.097007 -0.3 0.7 0.3 0.47
```
Positions in Å, forces in eV/Å.

Output
**Energy relative to the best compared isomer or geometry (same formula, charge and spin)**: 401.9 kJ/mol
**Frontier orbital gap**: 9.42 eV
**Max |F|**: 6.21 eV/Å
**Total charge**: -1
**Multiplicity**: 1
**LUMO energy**: 2.4 eV

---

DFT (ωB97M-V with the def2-TZVPD basis set) results for a structure of composition C27H41CdN2O4S6Sb.

Structure (XYZ):
```
82
Properties=species:S:1:pos:R:3:forces:R:3:lowdin_charge:R:1
Cd 0.741149 0.207217 -0.060012 0.3 0.0 -0.1 1.03
C -2.419856 -1.389133 -4.440112 -0.1 0.1 0.0 -0.04
C -1.044023 -1.400758 -3.805914 0.1 0.0 0.0 -0.56
C 0.040427 -1.723856 -4.838353 -0.1 -0.1 0.0 -0.02
O -1.055235 -2.403582 -2.797370 0.1 0.1 0.0 -0.04
C -0.674085 -0.022003 -3.202270 -0.1 0.1 0.3 -0.61
O -1.155034 0.999079 -3.715538 0.0 0.0 0.0 -0.01
O 0.144823 -0.076023 -2.237768 -0.1 -0.2 -0.1 -0.19
H -2.652452 -2.382952 -4.830150 0.0 0.0 0.0 0.08
H -2.458296 -0.657033 -5.245624 0.0 0.0 0.0 0.08
H -3.172131 -1.122030 -3.696981 0.0 0.0 0.0 0.09
H -0.168268 -2.692018 -5.300650 0.0 0.0 0.0 0.08
H 1.008661 -1.771527 -4.339885 0.0 0.0 0.0 0.08
H 0.079408 -0.956192 -5.614322 0.0 0.0 0.0 0.08
H -0.360770 -2.153696 -2.163867 -0.1 0.0 0.0 0.01
S 2.696295 1.609393 0.598258 -0.1 -0.1 0.0 -0.36
Sb 1.910498 1.746549 2.931345 0.2 0.0 0.0 0.16
S -0.025154 0.162031 2.538789 -0.2 -0.1 0.1 -0.32
S 0.133306 -1.274745 4.059655 0.0 0.2 -0.1 -0.18
S 0.966786 3.848014 3.082614 0.0 0.0 0.0 -0.36
C 2.202612 -6.030703 2.909436 0.0 0.0 0.0 -0.13
C 0.970365 -6.329652 2.061450 0.0 0.0 0.0 -0.27
C 0.661558 -5.298425 0.977243 0.0 0.0 0.0 -0.21
C 0.287331 -3.910581 1.481260 0.1 0.1 0.0 -0.24
N 1.438531 -3.131519 1.941486 -0.2 0.2 -0.5 -0.03
C 2.129587 -2.352502 1.077196 -0.2 -0.2 0.3 -0.87
S 1.792755 -2.230704 -0.593402 0.0 -0.1 -0.3 0.58
N 3.099038 -1.602007 1.585670 0.3 0.2 -0.1 -0.03
C 3.606632 -1.638807 2.954948 -0.1 0.1 0.0 -0.21
C 4.492925 -2.852681 3.223975 0.0 0.0 0.0 -0.20
C 5.920110 -2.736324 2.688663 0.0 0.0 0.0 -0.27
C 6.021360 -2.524909 1.179934 0.0 0.0 0.0 -0.11
H 2.433439 -6.869604 3.571644 0.0 0.0 0.0 0.06
H 2.064885 -5.140483 3.521327 0.0 0.0 0.0 0.06
H 3.073511 -5.850019 2.274010 0.0 0.0 0.0 0.07
H 0.095269 -6.424663 2.714664 0.0 0.0 0.0 0.10
H 1.100903 -7.307673 1.584938 0.0 0.0 0.0 0.09
H -0.169222 -5.672470 0.370566 0.0 0.0 0.0 0.11
H 1.511998 -5.199929 0.295546 0.0 0.0 0.0 0.10
H -0.388620 -3.962389 2.338404 0.0 -0.1 0.0 0.11
H -0.235858 -3.363269 0.695460 0.0 0.0 0.0 0.08
H 1.154162 -2.546655 2.760509 0.1 -0.2 0.5 -0.07
H 3.378035 -0.805609 1.010075 0.0 -0.1 0.0 0.00
H 2.777646 -1.580301 3.661705 0.0 -0.1 0.0 0.04
H 4.168096 -0.710196 3.082266 0.0 0.0 0.0 0.10
H 4.004680 -3.737731 2.807563 0.0 0.0 0.0 0.08
H 4.539113 -3.008527 4.306194 0.0 0.0 0.0 0.11
H 6.470543 -3.643469 2.962344 0.0 0.0 0.0 0.09
H 6.420942 -1.908689 3.203544 0.0 0.0 0.0 0.10
H 5.417900 -3.254787 0.635806 0.0 0.0 0.0 0.07
H 7.056734 -2.619214 0.842753 0.0 0.0 0.0 0.06
H 5.668397 -1.536406 0.887254 0.0 0.0 0.0 0.07
O -1.053732 1.653383 -0.051088 -0.2 0.1 -0.1 -0.66
S -1.009063 2.936592 -0.845609 0.0 -0.1 0.0 0.96
C -1.293190 4.249903 0.362910 0.1 0.2 0.0 -0.30
C -2.498744 4.061360 1.227123 0.0 0.0 0.0 -0.27
C -2.523362 3.043823 2.179570 0.0 0.0 0.0 -0.04
C -3.651903 2.852894 2.962009 0.0 0.0 0.0 -0.06
C -4.757633 3.682514 2.822588 0.0 0.0 0.0 -0.11
C -4.728946 4.716363 1.896392 0.0 0.0 0.0 -0.11
C -3.604541 4.900003 1.102693 0.0 0.0 0.0 -0.07
C -2.606252 2.967451 -1.702780 0.0 0.0 0.0 -0.27
C -2.687014 4.111423 -2.671064 0.1 -0.1 0.0 -0.26
C -1.823730 4.132368 -3.767539 0.0 0.1 0.0 -0.03
C -1.868357 5.185411 -4.668551 0.0 0.0 0.0 -0.08
C -2.776495 6.223934 -4.494776 0.0 0.0 0.0 -0.11
C -3.645450 6.199219 -3.414423 0.0 0.0 0.0 -0.10
C -3.598171 5.148376 -2.507083 0.0 0.0 0.0 -0.05
H -1.332798 5.179188 -0.213763 0.0 0.0 0.0 0.10
H -0.375347 4.240281 0.967357 0.0 0.0 0.0 -0.01
H -1.655497 2.413805 2.311310 0.0 0.0 0.0 0.03
H -3.655029 2.052363 3.691244 0.0 0.0 0.0 0.11
H -5.633863 3.531101 3.442207 0.0 0.0 0.0 0.09
H -5.578375 5.382589 1.795134 0.0 0.0 0.0 0.09
H -3.570735 5.717129 0.390969 0.0 0.0 0.0 0.10
H -3.394925 2.974365 -0.948769 0.0 0.0 0.0 0.10
H -2.592605 2.016819 -2.235402 0.0 0.0 0.0 0.08
H -1.139753 3.303083 -3.907794 0.0 0.0 0.0 0.10
H -1.192067 5.192307 -5.515002 0.0 0.0 0.0 0.10
H -2.809345 7.044830 -5.201271 0.0 0.0 0.0 0.09
H -4.362934 6.999598 -3.275289 0.0 0.0 0.0 0.09
H -4.281568 5.121717 -1.667595 0.0 0.0 0.0 0.10
```
Positions in Å, forces in eV/Å.

Output
**Energy relative to the best compared isomer or geometry (same formula, charge and spin)**: 0.0 kJ/mol
**Frontier orbital gap**: 5.68 eV
**Max |F|**: 0.58 eV/Å
**Total charge**: -2
**Multiplicity**: 1
**LUMO energy**: 4.1 eV

---

DFT (ωB97M-V with the def2-TZVPD basis set) results for a cluster of 2 separate species, C10H17NO5 in total.

Structure (XYZ):
```
33
Properties=species:S:1:pos:R:3:forces:R:3:nbo_charge:R:1
C -2.794590 4.083082 -4.436908 0.3 -0.2 0.5 -0.19
C -1.983650 3.722765 -3.627029 -0.3 0.2 -0.5 -0.05
C -0.998975 3.263020 -2.651312 -0.3 0.0 -0.2 -0.14
O 0.296382 3.019661 -3.214146 0.2 0.3 0.4 -0.52
C 0.470453 1.779673 -3.725432 0.0 -0.1 -0.2 1.00
O -0.142303 1.329912 -4.643005 -0.4 -0.2 0.0 -0.57
O 1.458146 1.148597 -3.080846 0.2 0.2 0.3 -0.54
C 1.150738 -0.144361 -2.529997 0.0 -0.5 -0.4 0.23
O 1.304927 -0.147684 -1.169016 0.3 0.2 0.1 -0.51
C 0.488489 0.771592 -0.446929 -0.1 0.0 0.3 -0.08
C -0.884314 0.213695 -0.138347 -0.1 0.3 -0.1 -0.64
H -3.545315 4.355964 -5.137165 0.0 0.1 -0.1 0.24
H -1.385732 2.358925 -2.170478 0.1 0.0 0.0 0.21
H -0.855821 4.009621 -1.872913 0.1 0.1 -0.1 0.23
H 1.869957 -0.854280 -2.929850 0.1 0.0 0.0 0.18
H 0.146248 -0.429266 -2.860822 -0.1 0.1 0.0 0.15
H 0.419815 1.729114 -0.969716 0.1 -0.1 -0.1 0.16
H 1.010556 0.963926 0.487573 0.1 -0.1 0.0 0.22
H -1.440127 -0.042166 -1.043053 0.0 -0.2 0.0 0.19
H -1.460912 0.992141 0.366132 0.0 0.0 0.1 0.21
H -0.802961 -0.638602 0.529693 0.0 -0.1 -0.1 0.23
C 0.431594 -4.145201 3.577807 0.0 0.0 -0.2 -0.41
N 0.524907 -2.925827 2.800402 0.0 0.0 0.0 -0.61
C 0.718716 -1.656037 3.243911 0.0 0.0 0.0 0.68
C 0.863480 -1.453998 4.734903 0.0 0.1 0.0 -0.72
O 0.773954 -0.724741 2.458081 0.0 0.0 0.0 -0.64
H 1.216681 -4.846825 3.291681 0.0 0.0 0.0 0.20
H -0.533467 -4.630027 3.422375 0.0 0.0 0.0 0.20
H 0.537717 -3.925385 4.634602 0.0 0.0 0.0 0.21
H 0.444125 -2.994192 1.797769 0.0 0.0 0.0 0.40
H 1.011497 -0.394499 4.916545 0.0 0.0 0.0 0.25
H -0.031490 -1.784166 5.263175 0.0 0.0 0.0 0.23
H 1.721276 -2.004430 5.122318 0.0 0.0 0.0 0.23
```
Positions in Å, forces in eV/Å.

Output
**Energy relative to the best compared isomer or geometry (same formula, charge and spin)**: 100.0 kJ/mol
**Frontier orbital gap**: 10.50 eV
**Max |F|**: 0.63 eV/Å
**SMILES string**: C#CCOC(=O)OCOCC.CNC(C)=O
**Multiplicity**: 1
**LUMO energy**: 0.7 eV

---

- energy relative to the best compared isomer or geometry (same formula, charge and spin) of number 3 (C27H41CdN2O4S6Sb)?
  0.0 kJ/mol